2 unconnected molecules or ions with the total composition C3H6FOP, computed with ωB97M-V/def2-TZVPD.

Summary:
relative energy (zero: lowest compared OMol25 entry of this formula, charge and spin) = 188.2 kJ/mol
HOMO level = -9.2 eV
gap between HOMO and LUMO = 0.284 hartree
total energy = -17259.4339 eV

Last column: Löwdin charge in e.
CARTESIAN COORDINATES (ANGSTROEM)
C  -1.8301  -0.7281  0.0334  0.097
C  -0.6952  -0.4455  -0.6236  -0.209
C  0.5335  -0.3183  0.0636  -0.245
O  3.1143  0.2536  0.5055  -0.370
F  1.8205  -1.9341  -0.1378  -0.447
P  2.0213  0.4100  -0.6668  0.814
H  -2.7911  -0.7038  -0.4498  0.070
H  -1.8224  -0.9639  1.0859  0.077
H  -0.7078  -0.2151  -1.6800  0.104
H  0.5484  -0.5624  1.1225  0.097
H  3.4767  -0.6449  0.5001  0.047
H  1.6950  1.7324  -0.2792  -0.035

=====

A molecular structure, C34H59BiN6O5P2SSe2, computed with ωB97M-V/def2-TZVPD.

Summary:
relative energy (zero: lowest compared OMol25 entry of this formula, charge and spin) = 280.6 kJ/mol
HOMO level = -5.7 eV
gap between HOMO and LUMO = 0.201 hartree
total energy = -221340.3256 eV

Last column: Löwdin charge in e.
CARTESIAN COORDINATES (ANGSTROEM)
Bi  0.5378  -0.9117  -0.5913  1.494
Se  2.6202  0.1815  -1.8946  0.626
Se  0.1519  -2.3339  -3.2159  0.594
C  1.1057  -3.4495  -2.0582  -0.857
C  1.9045  -4.5266  -2.2970  -0.153
C  2.5482  -5.1074  -1.1526  -0.109
C  2.3667  -4.6829  0.1170  -0.109
C  1.3979  -3.5792  0.4332  -0.445
N  0.9297  -2.9816  -0.7999  -0.367
C  1.2674  0.9590  -2.9820  -0.774
C  1.5304  1.7984  -4.0621  -0.100
C  0.4718  2.1734  -4.8675  -0.073
C  -0.8119  1.7267  -4.5707  -0.074
C  -0.9926  0.9375  -3.4509  -0.184
N  0.0317  0.5610  -2.6846  -0.215
H  2.0334  -4.9202  -3.2928  0.081
H  3.1986  -5.9640  -1.3096  0.100
H  2.7783  -5.2670  0.9245  0.060
H  0.5426  -3.9927  0.9939  0.117
H  2.5438  2.1108  -4.2750  0.101
H  0.6473  2.7987  -5.7349  0.105
H  -1.6579  1.9876  -5.1935  0.103
H  -1.9687  0.5745  -3.1523  0.106
O  -1.9449  1.3828  3.6536  -0.045
S  -0.2044  2.4880  1.0211  0.853
O  -0.0257  3.3244  2.1842  -0.394
O  0.8611  2.5050  0.0578  -0.414
O  0.1933  0.0515  2.1899  -0.246
O  -2.8940  1.6407  -1.0212  -0.260
P  -3.1978  2.9032  -0.3197  0.494
N  -2.0057  4.0341  -0.5658  -0.210
C  -2.0696  5.4171  -0.0561  -0.199
C  -1.5328  6.2678  -1.2023  -0.163
C  -0.5049  5.3399  -1.8479  -0.152
C  -1.1849  3.9774  -1.8044  -0.198
N  -4.6110  3.6878  -0.6972  -0.201
C  -5.8997  3.1856  -0.2133  -0.201
C  -6.8772  4.2075  -0.7782  -0.167
C  -6.3011  4.5302  -2.1663  -0.153
C  -4.8022  4.1713  -2.0771  -0.176
N  -3.3441  2.6478  1.3093  -0.201
C  -3.5932  1.3064  1.8460  -0.134
C  -3.3379  1.4939  3.3368  -0.330
C  -3.8578  2.8994  3.6026  -0.099
C  -3.4870  3.6839  2.3370  -0.184
H  -1.4242  5.5230  0.8229  0.106
H  -3.0875  5.6786  0.2361  0.106
H  -1.1160  7.2131  -0.8562  0.112
H  -2.3315  6.4906  -1.9140  0.103
H  0.4149  5.3186  -1.2585  0.117
H  -0.2459  5.6277  -2.8663  0.115
H  -0.4705  3.1581  -1.7676  0.075
H  -1.8184  3.8235  -2.6790  0.107
H  -5.9050  3.1385  0.8759  0.104
H  -6.1182  2.1824  -0.6038  0.127
H  -6.8738  5.0979  -0.1471  0.109
H  -7.8973  3.8279  -0.8240  0.109
H  -6.4489  5.5763  -2.4305  0.104
H  -6.7854  3.9298  -2.9356  0.106
H  -4.1535  5.0279  -2.2616  0.098
H  -4.5492  3.3949  -2.8057  0.115
H  -2.9163  0.5812  1.3969  0.114
H  -4.6211  0.9634  1.6720  0.124
H  -1.5070  2.2257  3.4670  0.057
H  -3.8513  0.7418  3.9320  0.148
H  -3.4351  3.3308  4.5092  0.124
H  -4.9416  2.8561  3.7238  0.120
H  -2.5508  4.2331  2.4676  0.094
H  -4.2624  4.4110  2.0784  0.110
C  5.6623  -1.4661  2.6231  -0.086
C  4.6199  -2.2552  1.8186  -0.569
C  4.6306  -1.7684  0.3581  -0.100
C  5.1202  -3.7092  1.7840  -0.084
P  2.8094  -2.0945  2.3938  1.024
N  1.7639  -2.3466  1.2225  -0.231
C  2.5458  -0.3005  2.9463  -0.494
C  1.0971  0.0962  3.2831  -0.253
C  3.3013  0.0553  4.2430  -0.068
C  3.0077  0.6679  1.8435  -0.090
C  2.5220  -3.2193  3.8836  -0.586
C  3.6276  -3.2009  4.9502  -0.073
C  1.1875  -2.8458  4.5497  -0.087
C  2.3500  -4.6703  3.4085  -0.084
H  6.6355  -1.6444  2.1575  0.091
H  5.7353  -1.8082  3.6569  0.072
H  5.5031  -0.3924  2.6205  0.061
H  5.6421  -1.8978  -0.0374  0.096
H  4.3744  -0.7130  0.2618  0.023
H  3.9476  -2.3504  -0.2606  0.069
H  6.1177  -3.6937  1.3362  0.091
H  4.4966  -4.3330  1.1513  0.050
H  5.2206  -4.1619  2.7683  0.064
H  0.7029  -0.4817  4.1126  0.096
H  -0.6861  0.2118  2.5718  0.054
H  1.1775  1.1372  3.6292  0.121
H  2.7864  -0.3196  5.1279  0.076
H  3.3345  1.1451  4.3267  0.098
H  4.3238  -0.3021  4.2632  0.053
H  2.5781  0.4585  0.8654  -0.027
H  4.0866  0.6894  1.7242  0.072
H  2.6953  1.6786  2.1225  0.092
H  3.7743  -2.2243  5.4004  0.061
H  4.5851  -3.5509  4.5708  0.062
H  3.3296  -3.8846  5.7510  0.092
H  1.2850  -2.0005  5.2299  0.068
H  0.8527  -3.6969  5.1477  0.089
H  0.4122  -2.6346  3.8098  0.085
H  3.2342  -5.0705  2.9230  0.058
H  1.4994  -4.7713  2.7366  0.072
H  2.1516  -5.2864  4.2897  0.091

=====

A molecular structure, C18H18BClN2O6, computed with ωB97M-V/def2-TZVPD.

Summary:
HOMO level = -9.1 eV
gap between HOMO and LUMO = 0.318 hartree
total energy = -47419.8752 eV

Last column: Löwdin charge in e.
CARTESIAN COORDINATES (ANGSTROEM)
N  1.7839  4.0476  2.1669  0.197
Cl  -0.0529  -1.1564  4.5864  0.793
C  1.5347  2.9238  2.0350  -0.158
N  0.6165  -0.3579  0.7373  0.225
O  0.8222  -7.6241  -1.6291  0.140
O  -0.4401  -2.1939  1.9589  0.046
O  2.0636  -5.6527  -2.4291  0.112
O  1.0232  1.7006  -0.3077  -0.055
O  -3.0764  4.3329  -0.6146  -0.186
O  -0.1588  4.3307  -1.1473  -0.169
B  1.0255  -6.2315  -1.6661  -0.520
C  0.1417  -0.9774  1.8681  -0.271
C  0.9297  0.9652  0.8384  -0.246
C  0.8736  0.8265  3.2175  -0.035
C  -1.0816  -4.2993  1.0124  0.010
C  -0.8328  -5.4061  0.2016  0.006
C  0.6303  -3.1015  -0.1181  0.046
C  0.3491  -0.4150  3.1284  -0.613
C  1.1219  1.5768  2.0841  -0.133
C  -0.3109  -3.1541  0.9589  -0.168
C  0.2378  -5.3391  -0.6440  -0.038
C  0.8627  -4.1559  -0.8791  -0.219
C  -2.4928  5.6718  -0.7095  -0.063
C  1.0596  4.3626  -0.5772  -0.161
C  1.9209  -4.2802  -1.8872  -0.087
C  -0.1601  1.8404  -1.0076  -0.145
C  -2.3335  3.2364  -1.0327  -0.196
C  -0.8754  3.1602  -0.6217  -0.256
H  1.3033  -8.1134  -2.3150  0.102
H  0.8623  1.3419  4.1669  0.131
H  -1.8707  -4.4307  1.7359  0.119
H  -1.3573  -6.3282  0.2517  0.116
H  1.2391  -2.1823  -0.2489  0.124
H  -1.7040  5.7109  0.0500  0.085
H  -3.2970  6.4311  -0.5317  0.095
H  -2.1198  5.9119  -1.7312  0.095
H  1.6449  3.4886  -0.8936  0.093
H  0.8175  4.4281  0.5356  0.061
H  1.5927  5.2881  -0.9156  0.115
H  2.8341  -3.9083  -1.5097  0.124
H  1.6871  -3.7216  -2.8125  0.150
H  -0.8528  0.9434  -0.8736  0.153
H  0.0508  1.7459  -2.0484  0.132
H  -2.2561  3.3784  -2.0863  0.118
H  -2.9594  2.2953  -0.7939  0.166
H  -0.7962  3.0906  0.4973  0.162

=====

11 unconnected molecules or ions with the total composition C7H36NO10, computed with ωB97M-V/def2-TZVPD.

Summary:
relative energy (zero: lowest compared OMol25 entry of this formula, charge and spin) = 71.5 kJ/mol
charge = +1
HOMO level = -12.3 eV
gap between HOMO and LUMO = 0.368 hartree
total energy = -29802.1497 eV

Last column: Löwdin charge in e.
CARTESIAN COORDINATES (ANGSTROEM)
C  0.2921  -3.3385  0.7621  -0.140
C  -0.0723  -3.3216  2.2356  -0.198
C  -1.3706  -2.5886  2.5393  -0.185
C  -1.2390  -1.1348  3.0664  -0.201
C  -1.2793  0.0674  2.1417  -0.162
C  -2.2778  0.3094  1.3183  -0.148
C  -2.3576  1.4616  0.3193  -0.070
N  -0.0744  -2.0992  0.0035  0.146
H  1.3623  -3.4110  0.6182  0.122
H  -0.1672  -4.2033  0.2464  0.136
H  -0.2773  -4.3834  2.4447  0.119
H  0.8148  -3.1616  2.8401  0.093
H  -1.8709  -3.1951  3.3265  0.121
H  -2.0828  -2.5810  1.6770  0.121
H  -0.4084  -1.1381  3.7607  0.080
H  -2.0345  -1.1352  3.8674  0.128
H  -0.2905  0.5171  2.1020  0.079
H  -3.1623  -0.3187  1.2131  0.115
H  -1.5016  2.1061  0.4534  0.053
H  -2.2371  1.0520  -0.7101  0.063
H  -3.3407  1.9181  0.3668  0.083
H  -0.9378  -2.1537  -0.5437  0.108
H  -0.2870  -1.2813  0.6152  0.112
H  0.6609  -1.5523  -0.5379  0.104
H  3.9338  2.5143  -1.4835  0.064
H  3.3238  1.8380  -0.1991  0.021
O  3.2774  1.8853  -1.1750  -0.066
H  -1.2235  2.5127  2.4370  0.033
H  0.0560  2.8793  3.3366  0.057
O  -0.2696  2.6599  2.4622  -0.058
H  2.2510  -1.7485  2.9273  0.065
H  1.6983  -0.5171  3.6944  0.070
O  1.6790  -0.9740  2.8489  -0.046
H  -2.1204  -1.2812  -2.4807  0.006
H  -2.0019  -2.8497  -2.4807  0.057
O  -1.4872  -2.0323  -2.5142  -0.069
H  -2.8218  0.5949  -3.6729  0.056
H  -4.0331  -0.3324  -3.4534  0.071
O  -3.2751  0.0620  -3.0120  -0.037
H  0.8087  0.6011  -3.6163  0.046
H  2.2926  0.3850  -3.9675  0.094
O  1.6956  0.5093  -3.2153  -0.051
H  0.3314  2.6489  -3.5791  0.013
H  -0.9380  1.9814  -3.3894  0.025
O  -0.2897  2.0807  -4.0918  -0.076
H  0.9827  4.2023  -1.9316  0.071
H  1.6442  2.7216  -2.0328  0.012
O  0.8409  3.2620  -2.0367  -0.044
H  1.5592  -0.1473  -1.7425  0.032
H  1.4454  0.7333  -0.6053  0.036
O  1.5745  -0.2169  -0.7335  -0.082
H  2.0091  1.6993  1.7080  0.028
H  3.1349  0.6431  1.8750  0.034
O  2.9665  1.5657  1.6666  -0.040

=====

A molecular structure, C21H17ClFeIN2O6S, computed with ωB97M-V/def2-TZVPD.

Summary:
multiplicity = 6
relative energy (zero: lowest compared OMol25 entry of this formula, charge and spin) = 82.9 kJ/mol
HOMO level (spin up / spin down) = -8.1 / -8.0 eV
gap between HOMO and LUMO (spin up / spin down) = 0.296 / 0.213 hartree
expectation value of S² = 8.767
total energy = -103163.3568 eV

Last column: Löwdin charge in e.
CARTESIAN COORDINATES (ANGSTROEM)
Fe  0.2037  -0.6870  0.9302  0.834
C  0.6428  3.8920  -4.7377  -0.046
C  0.7347  3.4427  -3.3060  -0.262
C  0.6526  4.3553  -2.2596  -0.028
C  0.7681  3.9458  -0.9416  -0.042
C  0.9506  2.5964  -0.6566  -0.266
C  1.0209  1.6684  -1.6862  -0.055
C  0.9230  2.0982  -2.9976  -0.018
S  1.0223  2.1815  1.0624  0.638
O  1.4352  3.3791  1.7352  -0.278
O  -0.2439  1.5753  1.4807  -0.359
N  2.0329  0.9431  1.3153  -0.145
C  3.2043  0.7613  0.6382  -0.149
C  2.9484  -0.6484  -0.3562  -0.592
O  3.8560  -0.8200  -1.1190  0.125
O  1.8791  -1.2425  -0.1011  -0.106
H  0.3222  4.9304  -4.8078  0.075
H  -0.0641  3.2776  -5.2966  0.082
H  1.6124  3.8059  -5.2320  0.087
H  0.5099  5.4071  -2.4770  0.115
H  0.7332  4.6651  -0.1361  0.113
H  1.1264  0.6124  -1.4883  0.093
H  0.9922  1.3685  -3.7960  0.124
H  3.9891  0.3283  1.2606  0.126
H  3.5741  1.5411  -0.0265  0.120
Cl  -4.8613  -4.1794  -3.2602  0.641
C  -3.6757  -3.5764  -2.1336  -0.673
C  -3.0363  -4.4796  -1.2631  -0.088
C  -2.1066  -4.0488  -0.3575  0.007
C  -1.7553  -2.6738  -0.2709  -0.333
O  -0.9150  -2.2665  0.6094  -0.183
C  -2.3987  -1.7871  -1.1725  -0.128
C  -2.0590  -0.3989  -1.1715  -0.140
O  -1.1587  0.1266  -0.5090  -0.057
C  -3.3655  -2.2505  -2.0889  -0.066
H  -3.2953  -5.5292  -1.3194  0.107
H  -1.6210  -4.7416  0.3172  0.111
H  -2.6516  0.2579  -1.8274  0.140
H  -3.8505  -1.5477  -2.7563  0.115
I  1.4919  -3.7311  2.3159  1.026
C  0.6415  -2.3010  3.5657  -0.738
C  0.5315  -2.5972  4.9158  -0.134
C  0.0218  -1.6370  5.7693  -0.051
C  -0.3542  -0.4102  5.2532  -0.039
C  -0.2141  -0.1948  3.8972  -0.093
N  0.2678  -1.1225  3.0522  -0.029
H  0.8490  -3.5622  5.2813  0.091
H  -0.0737  -1.8456  6.8271  0.115
H  -0.7477  0.3743  5.8830  0.113
H  -0.4888  0.7446  3.4423  0.097

=====

CH3NO2 in the gas phase, computed with ωB97M-V/def2-TZVPD.

Summary:
relative energy (zero: lowest compared OMol25 entry of this formula, charge and spin) = 723.4 kJ/mol
HOMO level (spin up / spin down) = -10.4 / -10.4 eV
gap between HOMO and LUMO (spin up / spin down) = 0.338 / 0.337 hartree
total energy = -6664.1665 eV

Last column: Löwdin charge in e.
CARTESIAN COORDINATES (ANGSTROEM)
C  -0.1933  -0.1890  -0.1302  -0.107
N  -1.4763  0.0345  0.5906  0.045
O  -3.6278  0.0000  -0.0576  -0.051
O  -2.3913  -0.1121  -0.3080  -0.171
H  0.0367  0.6426  -0.9002  0.104
H  0.6175  -0.1582  0.6385  0.076
H  -0.0583  -1.2062  -0.6648  0.104

=====

> total energy of number 2 (C34H59BiN6O5P2SSe2)?

-221340.3256 eV

=====

> Which of these has the highest total energy?

CH3NO2